# 1
Here is a molecular structure, C16H11BrCl2N3O5SSe4Tl at a distorted geometry from OMol25. Energies are from ωB97M-V with the def2-TZVPD basis set.

```
! RIJCOSX wB97M-V def2-TZVPD def2/J DEFGRID3
* xyz -2 1
Tl -3.07 0.38 2.19
Br 8.41 -1.93 -5.99
Se -5.31 0.27 5.31
Se -3.88 -1.96 3.68
Se -5.79 -2.69 4.43
Se -7.09 -0.67 3.93
Cl -7.44 4.52 7.28
Cl -5.61 3.05 9.14
S -3.09 2.31 4.56
O -3.30 2.59 5.94
O -1.87 1.62 4.28
O -3.54 3.29 3.61
O -1.04 -1.02 1.09
O -4.26 0.96 4.14
N 2.96 -2.31 -3.25
N -0.90 1.32 -0.68
N 2.37 -1.22 -3.16
C -0.29 0.10 -0.93
C 5.13 -3.36 -3.84
C -0.45 -1.03 -0.02
C 5.86 -1.05 -5.18
C 0.18 -2.26 -0.53
C 4.25 -2.22 -3.83
C 0.62 0.08 -2.06
C -0.09 2.30 -2.71
C 6.44 -3.22 -4.42
C 4.70 -1.02 -4.44
C 1.27 -1.17 -2.33
C 0.89 -2.38 -1.68
C 6.76 -2.15 -5.21
C -0.95 2.26 -1.57
C -5.77 4.19 7.78
C 0.69 1.18 -2.90
H 4.10 -0.15 -4.23
H 1.33 -3.34 -2.03
H -0.09 3.23 -3.26
H -5.12 3.82 6.90
H -1.56 3.14 -1.24
H 4.85 -4.30 -3.39
H 0.21 -3.12 0.11
H 6.22 -0.09 -5.69
H -5.29 5.11 8.06
H 7.19 -4.03 -4.17
H 1.37 0.98 -3.70
*
```

Output
HOMO energy: -1.7 eV
ΔE to the lowest compared entry with this formula, charge and spin: 12.04 kcal per mole
Orbital gap: 4.9 eV
Maximum force: 3.2 eV Å⁻¹

Results of the natural (NBO) charge analysis, in e, for atoms 1 through 2: 0.766 0.041

***

# 2
Here is a molecular structure, C16H12BrInN3O7 at a distorted geometry from OMol25. Energies are from ωB97M-V with the def2-TZVPD basis set.

```
! RIJCOSX wB97M-V def2-TZVPD def2/J DEFGRID3
* xyz -1 1
In 0.23 0.41 -1.96
Br -1.60 1.78 -2.94
O -2.83 1.84 0.62
O -3.61 -3.15 4.16
O -4.45 0.96 1.77
O 0.55 -1.67 -1.37
O 1.42 -2.65 0.40
O -1.13 0.29 -0.39
O -1.88 -4.38 3.61
N -2.60 -3.37 3.46
N 0.48 -2.02 -0.12
N -3.34 0.87 1.20
C 2.87 0.29 -2.53
C -1.53 -0.65 0.37
C 0.59 1.14 2.11
C 1.91 2.12 -3.56
C -3.04 -1.32 2.19
C 1.86 0.65 1.69
C 1.29 0.95 -4.11
C -2.24 -2.44 2.43
C 0.17 2.15 1.20
C -0.76 -1.85 0.58
C 1.88 -0.20 -3.44
C 2.26 1.40 0.54
C 2.87 1.71 -2.60
C -1.09 -2.68 1.66
C 1.21 2.30 0.21
C -2.64 -0.41 1.23
H -0.77 2.70 1.23
H -3.90 -1.10 2.81
H 3.58 2.37 -2.11
H 3.62 -0.32 -2.02
H 1.20 3.02 -0.62
H 3.22 1.33 0.03
H 0.66 0.91 -4.99
H 1.75 3.14 -3.90
H 2.41 -0.17 2.15
H 1.77 -1.23 -3.78
H 0.03 0.80 2.97
H -0.45 -3.53 1.86
*
```

Output
HOMO energy: -3.9 eV
ΔE to the lowest compared entry with this formula, charge and spin: 0.00 kcal per mole
Orbital gap: 4.2 eV
Maximum force: 3.1 eV Å⁻¹

Results of the natural (NBO) charge analysis, in e, for atoms 1 through 2: 1.594 -0.521

***

# 3
Here is a molecular structure, C16H12Cl3N2OS6SiTa at a distorted geometry from OMol25. Energies are from ωB97M-V with the def2-TZVPD basis set.

```
! RIJCOSX wB97M-V def2-TZVPD def2/J DEFGRID3
* xyz 0 1
Ta 0.93 0.31 -0.31
Cl 1.75 3.24 1.85
Cl 2.42 0.06 1.78
Cl 0.15 1.14 3.85
S 0.11 0.56 -2.63
S 3.94 2.20 -3.80
S 1.61 1.01 -5.17
S 2.73 1.84 -1.08
S -0.43 -1.56 0.47
S 2.36 -1.51 -1.12
Si 0.75 1.49 1.96
O 3.75 1.90 -6.41
N 0.21 4.31 -1.70
N -1.75 0.97 -0.38
C 1.12 -5.16 1.24
C -2.57 1.07 0.76
C 2.69 -4.03 -0.17
C 0.67 -2.91 0.52
C 0.30 -4.05 1.23
C -3.39 0.02 1.15
C -0.01 3.39 -1.03
C -4.14 1.28 3.04
C -4.16 0.12 2.28
C -2.55 2.24 1.52
C 1.54 1.11 -3.42
C 2.32 -5.15 0.53
C 3.22 1.74 -5.35
C 2.61 1.64 -2.79
C 1.89 -2.89 -0.18
C -3.33 2.34 2.65
H 0.83 -6.04 1.80
H -3.32 3.25 3.23
H 2.95 -6.02 0.54
H -0.64 -4.04 1.75
H -4.79 -0.71 2.58
H -1.93 3.07 1.22
H -4.75 1.36 3.93
H -1.61 1.87 -0.83
H -3.39 -0.89 0.56
H 3.61 -4.01 -0.74
H 0.43 5.11 -2.26
H -2.12 0.30 -1.05
*
```

Output
HOMO energy: -7.8 eV
Orbital gap: 6.1 eV
Maximum force: 2.4 eV Å⁻¹

Results of the Mulliken charge analysis, in e, for atoms 1 through 2: 0.623 -0.225

***

# 4
Here is a molecular structure, C16H12CrIN5O2 from OMol25. Energies are from ωB97M-V with the def2-TZVPD basis set.

```
! RIJCOSX wB97M-V def2-TZVPD def2/J DEFGRID3
* xyz 0 5
I -0.25 1.25 -2.07
Cr 0.21 0.24 0.34
O 4.97 -2.78 0.88
O -0.14 -1.61 0.16
N 0.11 0.64 4.68
N -0.15 -1.17 6.36
N 2.08 -0.08 0.01
N 0.95 -4.99 0.21
N 0.18 0.45 2.26
C 2.74 4.00 0.06
C 1.35 2.08 -0.16
C 4.41 -3.58 -0.16
C 2.92 -3.64 0.00
C 0.19 -3.92 0.23
C -1.29 -4.09 0.38
C 2.48 1.27 -0.02
C 3.74 1.80 0.21
C 0.72 -2.60 0.14
C 3.85 3.18 0.23
C 2.12 -2.46 0.02
C 1.48 3.46 -0.16
C 2.30 -4.85 0.10
C 2.75 -1.18 -0.09
C 0.15 0.48 3.44
C -0.04 -0.36 5.55
H 4.82 3.63 0.40
H 4.59 1.16 0.39
H 0.63 4.10 -0.32
H -1.81 -3.64 -0.46
H 2.87 -5.76 0.10
H 4.80 -4.60 -0.12
H 2.86 5.08 0.09
H 5.91 -2.97 0.96
H -1.65 -3.59 1.28
H 4.68 -3.16 -1.14
H 3.82 -1.12 -0.25
H -1.52 -5.15 0.43
*
```

Output
HOMO energy (alpha / beta): -8.6 / -8.8 eV
ΔE to the lowest compared entry with this formula, charge and spin: 0.00 kcal per mole
Orbital gap (alpha / beta): 7.3 / 6.2 eV
Maximum force: 0.2 eV Å⁻¹

Results of the natural (NBO) charge analysis, in e, for atoms 1 through 2: -0.038 1.236

***

# 5
Here is 2 unconnected molecules or ions with the total composition C16H12F3N5O6S at a distorted geometry from OMol25. Energies are from ωB97M-V with the def2-TZVPD basis set.

```
! RIJCOSX wB97M-V def2-TZVPD def2/J DEFGRID3
* xyz 0 1
S 1.13 1.30 2.68
F 0.15 3.76 3.03
F -1.19 2.40 1.94
F -0.91 2.16 4.11
O 2.10 2.82 -3.31
O 4.56 5.31 -0.81
O 2.06 1.55 3.75
O 0.66 1.05 -3.11
O 4.62 4.84 1.32
O 0.53 0.00 2.45
N 1.41 1.83 -2.56
N -0.39 -1.41 -0.50
N -0.06 -3.60 -0.57
N 2.87 3.62 -2.50
N 4.19 4.63 0.16
C -5.43 -1.95 -0.58
C 1.79 2.04 -1.24
C -3.78 -3.85 -0.61
C 2.00 -2.26 -0.54
C -2.48 -4.36 -0.61
C 0.52 -2.37 -0.53
C -4.02 -2.46 -0.57
C 3.23 3.56 0.03
C 1.83 1.88 1.14
C -1.63 -2.03 -0.52
C 2.68 3.13 -1.24
C 2.80 2.90 1.20
C -2.95 -1.56 -0.53
C 1.36 1.37 -0.09
C -1.44 -3.44 -0.56
C -0.31 2.49 2.96
H 2.41 -2.73 0.37
H 0.73 0.49 -0.19
H -5.63 -1.32 -1.47
H 2.41 -2.77 -1.42
H -4.64 -4.53 -0.64
H -3.11 -0.48 -0.50
H -2.26 -5.43 -0.64
H 2.29 -1.21 -0.57
H 3.24 3.20 2.15
H -6.15 -2.77 -0.58
H 0.44 -4.48 -0.60
H -5.63 -1.31 0.29
*
```

Output
HOMO energy: -8.6 eV
ΔE to the lowest compared entry with this formula, charge and spin: 0.00 kcal per mole
Orbital gap: 6.1 eV
Maximum force: 3.0 eV Å⁻¹

Results of the natural (NBO) charge analysis, in e, for atoms 1 through 2: 2.080 -0.309

***

Please write out number 3 again, unchanged.
Here is a molecular structure, C16H12Cl3N2OS6SiTa at a distorted geometry from OMol25. Energies are from ωB97M-V with the def2-TZVPD basis set.

```
! RIJCOSX wB97M-V def2-TZVPD def2/J DEFGRID3
* xyz 0 1
Ta 0.93 0.31 -0.31
Cl 1.75 3.24 1.85
Cl 2.42 0.06 1.78
Cl 0.15 1.14 3.85
S 0.11 0.56 -2.63
S 3.94 2.20 -3.80
S 1.61 1.01 -5.17
S 2.73 1.84 -1.08
S -0.43 -1.56 0.47
S 2.36 -1.51 -1.12
Si 0.75 1.49 1.96
O 3.75 1.90 -6.41
N 0.21 4.31 -1.70
N -1.75 0.97 -0.38
C 1.12 -5.16 1.24
C -2.57 1.07 0.76
C 2.69 -4.03 -0.17
C 0.67 -2.91 0.52
C 0.30 -4.05 1.23
C -3.39 0.02 1.15
C -0.01 3.39 -1.03
C -4.14 1.28 3.04
C -4.16 0.12 2.28
C -2.55 2.24 1.52
C 1.54 1.11 -3.42
C 2.32 -5.15 0.53
C 3.22 1.74 -5.35
C 2.61 1.64 -2.79
C 1.89 -2.89 -0.18
C -3.33 2.34 2.65
H 0.83 -6.04 1.80
H -3.32 3.25 3.23
H 2.95 -6.02 0.54
H -0.64 -4.04 1.75
H -4.79 -0.71 2.58
H -1.93 3.07 1.22
H -4.75 1.36 3.93
H -1.61 1.87 -0.83
H -3.39 -0.89 0.56
H 3.61 -4.01 -0.74
H 0.43 5.11 -2.26
H -2.12 0.30 -1.05
*
```

Output
HOMO energy: -7.8 eV
Orbital gap: 6.1 eV
Maximum force: 2.4 eV Å⁻¹

Results of the Mulliken charge analysis, in e, for atoms 1 through 2: 0.623 -0.225

***

Repeat the fourth record exactly.
Here is a molecular structure, C16H12CrIN5O2 from OMol25. Energies are from ωB97M-V with the def2-TZVPD basis set.

```
! RIJCOSX wB97M-V def2-TZVPD def2/J DEFGRID3
* xyz 0 5
I -0.25 1.25 -2.07
Cr 0.21 0.24 0.34
O 4.97 -2.78 0.88
O -0.14 -1.61 0.16
N 0.11 0.64 4.68
N -0.15 -1.17 6.36
N 2.08 -0.08 0.01
N 0.95 -4.99 0.21
N 0.18 0.45 2.26
C 2.74 4.00 0.06
C 1.35 2.08 -0.16
C 4.41 -3.58 -0.16
C 2.92 -3.64 0.00
C 0.19 -3.92 0.23
C -1.29 -4.09 0.38
C 2.48 1.27 -0.02
C 3.74 1.80 0.21
C 0.72 -2.60 0.14
C 3.85 3.18 0.23
C 2.12 -2.46 0.02
C 1.48 3.46 -0.16
C 2.30 -4.85 0.10
C 2.75 -1.18 -0.09
C 0.15 0.48 3.44
C -0.04 -0.36 5.55
H 4.82 3.63 0.40
H 4.59 1.16 0.39
H 0.63 4.10 -0.32
H -1.81 -3.64 -0.46
H 2.87 -5.76 0.10
H 4.80 -4.60 -0.12
H 2.86 5.08 0.09
H 5.91 -2.97 0.96
H -1.65 -3.59 1.28
H 4.68 -3.16 -1.14
H 3.82 -1.12 -0.25
H -1.52 -5.15 0.43
*
```

Output
HOMO energy (alpha / beta): -8.6 / -8.8 eV
ΔE to the lowest compared entry with this formula, charge and spin: 0.00 kcal per mole
Orbital gap (alpha / beta): 7.3 / 6.2 eV
Maximum force: 0.2 eV Å⁻¹

Results of the natural (NBO) charge analysis, in e, for atoms 1 through 2: -0.038 1.236